Entry 1:
Density functional theory data (ωB97M-V/def2-TZVPD) for 2 unconnected molecules or ions with the total composition C2Cl8.

```
10
Properties=species:S:1:pos:R:3:lowdin_charge:R:1
Cl 27.7508 -1.2876 -29.9091 0.65
Cl 29.5212 -0.5289 -32.1424 0.65
Cl 33.6801 2.4181 -25.9056 0.57
Cl 31.0921 1.3441 -26.8285 0.61
Cl 30.1590 -2.7679 -30.5768 0.58
Cl 30.2328 -0.1062 -29.2953 0.64
Cl 31.5140 4.1654 -26.7406 0.63
Cl 32.8856 2.7330 -28.7125 0.65
C 32.3017 2.6018 -27.0605 -1.99
C 29.3898 -1.1539 -30.4517 -1.99
```

HOMO energy (spin up / spin down) (eV): -15.243 / -14.299
Total charge: +1
Spin multiplicity: 2

Entry 2:
Density functional theory data (ωB97M-V/def2-TZVPD) for 2 unconnected molecules or ions with the total composition C2ClF2OS.

```
7
Properties=species:S:1:pos:R:3:lowdin_charge:R:1
Cl 1.6656 -0.5095 0.5123 0.72
S -1.4700 -0.8158 0.9667 0.51
F 1.4667 1.2218 -1.4135 -0.35
F 0.1814 1.5078 0.6387 -0.03
O -1.4829 -0.1002 -1.5578 -0.02
C 0.4419 0.4284 -0.1359 -0.80
C -0.9257 -0.3310 -0.5468 -1.03
```

HOMO energy (eV): -4.276
Total charge: -1
ΔE to the lowest compared entry with this formula, charge and spin (kcal per mole): 44.59

Entry 3:
Density functional theory data (ωB97M-V/def2-TZVPD) for 2 unconnected molecules or ions with the total composition C2ClF3O.

```
7
Properties=species:S:1:pos:R:3:lowdin_charge:R:1
Cl 0.1299 -2.9280 0.5891 -0.02
F 0.3983 1.6408 -1.1190 0.29
F 1.2445 -0.3557 -0.8875 0.13
F -1.9367 0.2227 0.5661 0.14
O 0.3642 0.7865 0.9160 0.25
C -0.6212 0.0327 0.3701 -0.16
C 0.4210 0.6010 -0.4347 -0.63
```

HOMO energy (spin up / spin down) (eV): -11.355 / -10.194
Total charge: 0
ΔE to the lowest compared entry with this formula, charge and spin (kcal per mole): 103.21

Entry 4:
Density functional theory data (ωB97M-V/def2-TZVPD) for 2 unconnected molecules or ions with the total composition C2ClF3S.

```
7
Properties=species:S:1:pos:R:3:lowdin_charge:R:1
Cl -1.0984 1.2924 1.8037 0.73
S 0.6217 0.0004 -3.3344 0.85
F 0.5976 -1.1962 -1.0470 0.05
F 1.0475 0.8958 -0.9571 0.04
F -1.3222 -0.7271 3.1475 -0.11
C -0.5564 -0.1766 2.1757 -0.59
C 0.7102 -0.0887 -1.7885 -0.96
```

HOMO energy (eV): -10.125
Total charge: 0
ΔE to the lowest compared entry with this formula, charge and spin (kcal per mole): 53.53

Entry 5:
Density functional theory data (ωB97M-V/def2-TZVPD) for a gas-phase ion, C2F2O4P (charge -1).

```
9
Properties=species:S:1:pos:R:3:lowdin_charge:R:1
P -1.4249 0.0000 0.0002 0.34
F 2.0549 -1.4713 0.0002 0.08
F 2.0549 1.4713 0.0002 0.08
O -2.0937 0.0000 1.3053 -0.30
O -0.2235 1.2542 -0.0009 -0.07
O -2.0962 0.0000 -1.3036 -0.30
O -0.2235 -1.2542 -0.0009 -0.07
C 0.9760 -0.6623 -0.0003 -0.38
C 0.9760 0.6624 -0.0003 -0.38
```

SMILES: O=P1([O-])OC(F)=C(F)O1
HOMO energy (eV): -4.270
Total charge: -1

Entry 6:
Density functional theory data (ωB97M-V/def2-TZVPD) for a molecular structure, C2F3GdNO5S2.

```
14
Properties=species:S:1:pos:R:3:lowdin_charge:R:1
Gd -1.1409 -0.1277 -2.6028 1.32
S -0.3717 0.4855 0.8776 0.55
S 0.7248 -1.7962 -0.3097 0.87
F -0.5666 -0.4105 3.3402 0.15
F -2.3617 0.5438 2.6178 0.15
F -1.8591 -1.4471 1.9600 0.14
O -0.0590 1.8229 1.3878 -0.29
O -1.3875 0.4560 -0.2356 -0.60
O 1.3181 1.3864 -2.7565 0.05
O 3.3387 0.2475 -2.6606 0.24
O 0.5140 -1.2726 -1.8456 -0.95
N 0.9313 -0.3448 0.6006 -0.51
C -1.3612 -0.2644 2.2879 -0.70
C 2.2806 0.7212 -2.6610 -0.42
```

HOMO energy (spin up / spin down) (eV): -6.055 / -7.938
Total charge: 0
Spin multiplicity: 9
ΔE to the lowest compared entry with this formula, charge and spin (kcal per mole): 0.00

no.,F_max (Eh/bohr)
1,0.034
2,0.064
3,0.087
4,0.071
5,0.018
6,0.051